Entry 1:
The following is a quantum chemistry calculation of a 6-piece molecular cluster, C28H61FN8O2 overall, from the OMol25 dataset.

```
100
Properties=species:S:1:pos:R:3:mulliken_charge:R:1
H -4.53 0.56 -3.53 0.4087
H 3.07 1.79 3.00 0.3644
H 2.57 -0.50 5.06 0.4158
H 1.57 -0.50 3.56 -0.1332
H 3.39 -1.91 2.20 0.1193
C 1.36 -3.47 3.46 -0.9763
C -0.42 2.07 -2.25 -1.0150
H -1.16 1.98 -3.05 0.3739
H -1.70 0.28 2.37 0.2591
C 3.98 1.22 -0.89 -0.3396
H 4.37 -1.80 3.74 0.4750
H 5.21 4.64 -1.85 0.2768
H -2.99 -4.62 -0.21 0.3580
H 3.20 5.91 -2.27 0.3225
N -3.91 -1.29 -2.79 0.5006
N 3.17 -0.50 -2.11 0.3713
H -0.37 1.09 -1.79 0.3425
H 1.88 0.16 1.51 -0.2960
C -3.88 -0.26 -3.82 -0.2790
H -5.35 0.30 1.42 0.3600
C 2.83 -3.08 5.50 -0.8759
H -2.89 0.19 -3.90 -0.0020
C 4.90 4.86 -2.87 -1.0592
C 1.83 -1.04 4.47 -0.3587
H 0.74 4.55 -1.79 0.4482
H -3.40 -1.42 1.39 -0.4507
H 3.96 -3.30 3.07 0.4343
C 1.32 3.88 -2.40 -0.1116
H 5.16 3.94 -3.40 0.3118
H -3.52 -1.57 -5.57 0.3383
H 3.37 -4.02 5.36 0.3798
H -0.79 2.75 -1.48 0.3127
N 2.49 4.07 -3.10 0.2585
N -3.55 1.35 1.69 -0.0001
H 3.14 5.73 -4.02 0.3756
H -1.98 2.74 2.06 0.3512
N 3.05 0.63 -0.11 0.5316
H -5.97 -1.51 -2.47 0.5299
C -5.06 1.28 1.80 -0.8231
H 4.86 0.55 -2.89 0.5771
C 3.56 -2.29 3.21 -0.8245
H 4.43 1.88 1.92 0.4842
H 3.96 0.26 2.46 0.2103
H 1.92 -3.11 6.09 0.4240
H -5.50 2.09 1.22 0.4129
H 1.61 -2.76 1.43 0.0709
N 0.76 2.68 -2.80 0.2758
O -0.01 -1.99 2.26 -0.1940
H 1.98 -4.36 3.32 0.3925
N 2.34 -2.45 4.12 0.0215
H 4.48 2.13 -0.60 0.5304
H 1.93 -1.23 -0.48 0.4141
H -5.31 1.36 2.85 0.3780
H -2.10 1.48 -0.01 0.1576
H 1.88 1.84 0.96 0.4042
C 3.38 5.21 -3.09 -0.4168
H -1.81 -1.61 -2.32 0.4375
H 1.34 1.04 -4.10 0.5790
H -3.37 2.88 3.23 0.4107
H -0.22 -1.62 1.40 0.1339
C 2.67 2.88 -3.86 -0.5362
C -3.07 2.78 2.19 -0.8676
N -3.24 -2.86 -1.29 0.2241
H 3.54 -2.37 5.94 0.4099
H 3.31 -0.98 -4.11 0.3686
H -5.24 -1.27 -5.23 0.3634
C -3.15 1.25 0.17 -0.8027
C 1.58 2.02 -3.71 -0.7744
H 5.61 5.66 -3.12 0.3810
H 0.61 -3.78 4.19 0.4564
C -2.39 -3.75 -0.51 -0.6756
H -1.52 -4.01 -1.12 0.3591
H -4.16 -0.11 -6.07 0.4095
C -4.24 -0.83 -5.25 -1.2014
H -1.95 -3.30 0.38 0.1346
F -0.44 -1.01 -0.17 -0.6551
C 4.14 0.52 -2.09 -0.7550
C 0.82 -3.07 2.11 -0.1780
H 0.29 -3.89 1.62 0.4616
H -3.34 0.23 -0.14 0.1885
O -4.57 -1.21 3.08 -0.5731
C 3.59 1.25 2.22 -1.1183
H -3.82 2.00 -0.26 0.5509
H -5.17 -3.49 -0.63 0.4960
C 2.52 0.99 1.20 0.0735
C -2.83 -1.87 -2.12 -0.5366
H -5.07 -1.93 2.67 0.3638
H 3.54 2.86 -4.49 0.6114
C -4.64 -2.84 -1.32 -0.5085
H 0.90 -1.13 5.04 0.3632
H -2.84 0.76 3.56 0.5029
H -2.60 -1.74 2.99 0.4756
H -3.50 3.54 1.54 0.3819
C 2.91 -1.39 -3.18 -0.8762
C 2.55 -0.45 -0.90 -0.7538
H 3.27 -2.40 -2.98 0.3639
C -3.33 -1.14 2.44 0.3309
C -4.98 -1.85 -2.21 -0.4220
C -2.77 0.30 2.58 -0.7267
H 1.84 -1.55 -3.32 0.3117
```

Values from the calculation:
HOMO level (eV): -18.92
Orbital gap (eV): 9.8
Energy above the lowest of the compared OMol25 structures with the same formula, charge and spin (kJ/mol): 199.46
LUMO energy (hartree): -0.3365
Charge: +4

=====

Entry 2:
The following is a quantum chemistry calculation of C28H61N3O12S as an isolated structure, from the OMol25 dataset.

```
105
Properties=species:S:1:pos:R:3:mulliken_charge:R:1
H -4.17 -2.69 5.10 0.2248
N 3.35 -1.06 -0.11 0.1719
H 5.46 -2.67 4.40 0.2787
H 3.02 -8.34 -3.94 0.2874
C 1.07 5.11 0.01 -0.6422
H 1.32 -1.86 1.07 -0.0449
H 3.37 -2.41 2.36 0.1256
C 6.43 4.84 -0.02 -1.1248
O -0.47 -3.47 -2.16 -0.4812
H -3.22 0.68 -6.58 0.2595
O 1.40 -6.28 -4.43 -0.5135
C 0.59 -3.05 -3.08 -0.3824
O -1.28 7.08 -0.22 -0.3717
H -5.85 -3.24 6.90 0.3373
C -0.22 4.56 0.86 -0.1029
H -4.82 1.10 -4.16 0.2406
H -1.15 4.57 0.17 0.2199
C -0.36 -1.49 -0.47 0.6844
H 2.18 -8.89 -2.46 0.3463
H 1.18 -1.78 3.82 0.0800
H -6.31 -1.75 6.04 0.3337
H 6.57 5.63 0.73 0.2933
H 7.05 3.99 0.25 0.3333
H -1.57 9.11 -0.31 0.2625
C -1.12 -2.36 -1.55 0.2780
H 4.48 5.90 -1.30 0.2680
H -3.89 -1.12 5.87 0.3041
C -3.17 2.04 -5.19 -0.1898
H 0.58 -6.97 -2.67 0.2446
H 0.31 -2.99 4.74 0.2911
C -2.59 -2.09 -2.03 -0.7551
C -1.09 -0.25 0.14 0.5246
N -4.65 -0.48 -1.80 -0.6902
O 4.17 5.57 -0.44 -0.4737
H 4.82 3.67 -0.86 0.2605
C 0.27 -1.73 -3.92 0.4867
H 6.77 5.25 -0.97 0.3311
H -1.02 0.81 2.18 0.1822
H -3.57 9.08 1.22 0.3514
H 1.30 -0.58 -5.55 0.3426
C 1.16 -1.87 -0.06 -0.6655
H 0.72 -3.92 -3.85 0.2240
H 5.95 -4.31 3.92 0.3526
H 1.24 6.21 0.31 0.2399
C 0.49 -1.92 4.65 -0.9392
H 1.72 -2.46 -5.59 0.2767
C -4.18 -2.16 6.06 -0.0809
H -1.08 2.45 -0.17 0.1835
O -2.71 0.83 -5.78 -0.4758
O -0.91 -1.92 -4.74 -0.5199
C -0.80 -1.17 4.41 0.0372
C 4.97 4.44 -0.10 -0.1535
O 3.86 -2.14 -0.13 -0.3183
C -3.30 -0.82 -1.39 0.7727
C -5.56 -2.21 6.69 -1.1612
O -1.42 -1.63 3.21 -0.3651
H 2.44 -1.27 -4.26 0.2593
C -2.55 0.09 -0.34 0.1424
H 3.52 -4.24 4.53 0.3014
C -1.74 8.28 0.39 -0.2820
H 3.72 -4.64 2.81 0.2629
H 0.25 -0.76 -3.29 0.2086
H 0.85 5.06 -1.11 0.2374
H -2.99 2.87 -5.89 0.2633
H 1.36 -8.93 -4.04 0.3393
H 2.03 4.53 0.26 0.0540
H -5.56 -1.68 7.65 0.2952
C 1.55 -6.95 -3.18 -0.0856
H 4.62 4.06 0.86 0.2821
C -4.65 1.93 -4.85 -1.0243
N -3.42 1.20 0.04 -0.5757
H -0.61 -0.10 4.30 0.3114
S -4.88 0.96 -0.86 0.1498
O 0.01 3.26 1.47 -0.4001
H -1.59 -2.58 3.33 0.2348
H 1.34 -2.96 -0.41 0.3212
H -5.24 1.72 -5.75 0.3831
H -1.26 -1.05 -5.06 0.2962
H 1.61 -3.01 -2.52 0.1464
C -3.21 8.17 0.74 -1.0333
C 2.06 -8.36 -3.41 -1.1646
C 5.32 -3.46 3.65 -1.0537
H -3.08 -2.77 -2.79 0.3318
H 0.63 0.30 1.43 0.2373
C -0.40 0.74 1.22 -0.4320
H 2.26 -6.39 -2.57 0.2643
H 0.98 -1.57 5.57 0.4094
H 0.76 2.11 -0.15 0.2356
O 2.15 -1.04 -0.74 -0.0891
H -1.50 -1.31 5.24 0.0200
H -3.81 7.97 -0.15 0.3212
H -2.59 2.23 -4.28 0.2299
O -3.22 -2.74 6.93 -0.5309
C 1.54 -1.53 -4.94 -1.1130
H -1.81 6.94 -1.02 0.2288
H 0.77 -6.78 -4.96 0.2748
O 3.06 -2.74 3.22 -0.3496
H -0.39 5.33 1.70 0.2260
H 5.67 -3.05 2.69 0.2991
C 3.87 -3.86 3.56 -0.2594
H -1.14 8.46 1.29 0.2843
C -0.19 2.19 0.51 -0.3132
H -3.37 7.33 1.43 0.2588
H -3.49 -3.66 7.08 0.2926
H -5.02 2.85 -4.39 0.3243
```

Values from the calculation:
HOMO level (eV): -8.09
Orbital gap (eV): 7.0
LUMO energy (hartree): -0.0396

=====

Entry 3:
The following is a quantum chemistry calculation of a 4-piece molecular cluster, C28H61N3O3 overall, from the OMol25 dataset.

```
95
Properties=species:S:1:pos:R:3:mulliken_spin:R:1
H 5.98 0.61 -1.42 0.0001
C 4.68 1.37 0.93 -0.0013
H 2.24 3.69 -3.62 0.0002
C -6.08 -5.17 -0.40 0.0000
C -2.66 -2.94 1.57 0.0002
H -5.56 -6.13 -0.44 0.0000
N -4.65 -4.55 1.63 0.0000
C -7.32 -5.35 0.57 0.0000
H -4.65 -2.71 2.45 0.0000
C -6.91 -5.83 1.94 0.0000
H -8.13 -5.93 0.12 0.0000
N 4.88 0.03 0.21 -0.0022
H -6.22 -5.11 -1.48 0.0000
H 6.90 -3.57 -0.16 0.0000
C -5.87 -4.98 2.60 0.0000
H -4.32 -6.72 1.31 0.0000
C -5.10 -4.07 0.16 0.0000
H -2.81 -2.45 0.61 0.0000
H -3.60 -3.81 3.34 0.0000
H 5.16 4.68 -0.04 0.0000
H 0.67 5.87 -3.00 0.0002
H 7.62 -1.49 -1.35 0.0000
C 6.59 -2.57 0.14 0.0000
H -2.01 3.25 1.48 -0.0017
C -3.84 -3.44 2.34 0.0000
H -0.87 3.06 -0.71 -0.0115
H -2.82 5.32 -0.52 0.0001
H 6.07 -1.91 -1.98 0.0000
H -7.81 -5.97 2.53 0.0000
H 5.58 1.43 1.55 -0.0004
H -1.36 5.81 -3.93 0.0000
H 3.74 2.79 -0.35 -0.0080
H 0.21 1.65 -2.51 -0.0007
C -1.99 4.79 -0.05 0.0005
H 0.25 5.87 -1.41 0.0000
H 2.88 -0.67 0.07 -0.0001
H -2.00 -3.79 1.38 0.0000
C 5.23 -2.55 0.93 -0.0001
H 4.35 -2.89 0.37 0.0000
C -2.64 4.08 1.16 0.0004
H 3.32 0.59 -1.17 -0.0024
H -2.96 -5.61 0.96 0.0000
C 1.60 4.20 -1.78 0.0013
C 0.44 5.16 -2.21 0.0008
H 2.50 4.80 -1.69 0.0000
H -6.64 -6.89 1.99 0.0000
H 2.62 2.44 -2.50 -0.0003
C 6.16 -0.08 -0.60 0.0001
H -3.51 3.50 0.87 0.0000
H -0.70 3.69 -4.54 0.0000
H -5.44 -5.50 3.45 0.0000
H -3.45 -6.00 2.69 0.0000
C 5.18 3.94 0.76 -0.0003
C 1.81 3.10 -2.81 -0.0007
H -2.97 4.72 1.98 -0.0001
C 0.44 1.28 1.04 -0.0515
H 5.31 -3.16 1.82 0.0000
H 3.89 -1.06 1.91 0.0002
H 6.23 3.79 1.01 0.0000
H 5.37 2.50 -0.79 -0.0004
O 1.30 2.07 1.40 0.6280
H -1.58 2.68 -3.53 0.0001
H 4.63 4.32 1.62 0.0001
O 0.52 0.71 -0.12 0.0261
H 3.93 -0.98 -1.42 -0.0006
C -1.84 5.40 -3.03 0.0000
H -1.03 -1.52 1.62 -0.0014
C -1.56 3.78 -1.14 0.0025
C 3.64 -0.30 -0.62 0.0042
H -4.11 -4.21 -0.27 0.0000
H -7.63 -4.31 0.66 0.0000
H 6.83 0.22 0.21 0.0000
H -1.24 5.52 0.25 0.0000
N -0.84 4.36 -2.40 0.0007
H -2.32 -0.99 2.44 0.0030
C 4.71 2.58 0.08 0.0045
H -1.31 -2.14 3.26 0.0008
H -1.98 6.29 -2.41 0.0000
H -5.47 -3.05 0.07 0.0000
H -6.37 -4.04 2.82 0.0000
O -0.45 0.89 1.74 0.3960
C -1.78 -1.93 2.30 0.0009
C -0.67 3.28 -3.53 -0.0004
C 4.85 -1.07 1.39 -0.0002
H 1.44 3.86 -0.76 0.0002
H 5.48 -0.66 2.18 -0.0001
C -3.77 -5.85 1.66 0.0000
H 3.81 1.27 1.57 0.0070
C 6.57 -1.55 -1.08 -0.0001
H 7.37 -2.18 0.80 0.0000
H -2.80 4.91 -3.16 0.0000
H 0.76 1.84 -4.21 0.0001
H -0.26 0.19 0.08 0.0057
H -2.35 3.15 -1.55 -0.0001
C 0.51 2.36 -3.28 0.0005
```

Values from the calculation:
HOMO level (spin up / spin down) (eV): -17.47 / -17.47
Orbital gap (spin up / spin down) (eV): 11.0 / 6.4
Multiplicity: 2
LUMO energy (spin up / spin down) (hartree): -0.2373 / -0.4059
Charge: +3

=====

Entry 4:
The following is a quantum chemistry calculation of a 10-piece molecular cluster, C28H61N9O8 overall, from the OMol25 dataset.

```
106
Properties=species:S:1:pos:R:3:mulliken_charge:R:1
O 1.19 -5.46 -4.67 -0.6110
O 3.17 -4.10 2.44 -0.6514
C 3.17 0.81 2.64 0.3102
C 2.38 1.12 -4.35 -0.9373
C -5.11 0.61 -0.49 -0.8197
H 1.78 0.30 -3.95 0.0450
O -8.16 1.84 -2.04 -0.5969
H 4.11 -4.86 4.72 0.3209
H -1.00 -0.46 4.54 -0.0376
H 1.70 2.92 -1.52 0.1604
N 2.28 2.22 -3.40 0.3801
H 1.49 5.21 1.12 0.3316
H -4.42 0.23 -1.24 0.2571
H 1.58 -1.87 -2.49 -0.0358
H 1.95 -2.48 2.88 0.0447
H -0.28 -0.80 1.92 -0.2949
H -1.32 2.05 -2.04 -0.3910
H 3.98 -0.89 -2.99 -0.0692
H -1.33 0.06 -2.89 0.1494
H 2.60 -5.59 5.28 0.3092
H 3.26 -2.04 0.46 -0.1247
C 0.84 -2.68 -2.50 -0.9183
C 4.91 -1.20 -2.51 -0.9144
H -0.18 -2.29 -2.50 0.4063
N -2.31 -1.92 5.41 0.1557
C -5.37 2.53 -1.84 -0.2807
H 1.76 4.19 -4.23 0.3298
H 3.42 -4.29 6.23 0.3445
H 0.62 -3.31 5.61 0.3659
C -3.01 2.16 -4.92 -0.9573
O -1.57 -2.50 3.37 -0.5087
C 1.85 2.02 -2.13 -0.0681
H 0.17 -3.46 -5.72 0.3648
H -5.63 -0.25 -0.08 0.3270
C -2.22 -2.74 4.37 0.0730
C 2.57 3.55 -3.89 -1.1029
N -6.09 1.44 -1.19 0.0794
H 5.20 -2.23 -2.74 0.3810
H -3.62 -3.09 6.62 0.3506
H -1.58 3.35 0.47 0.1691
H -2.37 0.30 5.29 0.3519
H -0.19 -1.89 0.50 0.3279
H -4.50 2.14 -2.36 -0.3756
C -2.86 -2.32 6.71 -0.9655
H 0.91 -0.51 0.60 -0.2114
C -0.10 -0.86 0.85 0.3252
C -1.69 -0.55 5.38 -0.7040
H -4.52 1.11 0.28 0.1785
H -2.76 -3.68 4.56 0.2912
H 3.45 1.00 -4.51 0.4171
H -2.95 1.59 -5.85 0.2935
H -2.47 3.20 -2.60 0.3907
O 0.18 4.82 -0.43 -0.5987
H -1.29 2.52 2.00 0.2414
H -0.50 -2.18 -4.68 0.3072
H -2.17 4.06 2.08 0.3127
H 3.05 4.14 -3.10 0.3910
H 0.68 3.15 3.23 0.3022
H 3.36 -2.94 -1.14 0.1288
C 3.87 -2.32 -0.40 -0.5362
H -1.02 -0.33 6.22 0.3673
N -0.15 4.21 1.74 0.1352
H 1.15 -2.04 -5.29 0.2319
N 2.49 -3.56 4.54 0.1868
H 2.16 2.39 1.84 -0.6647
C -1.95 0.27 -3.77 0.4227
H 1.66 -5.05 -2.75 0.3482
H 2.95 1.38 0.62 -0.3935
H 1.99 -2.60 6.34 0.3892
H 1.05 -3.35 -1.67 0.4822
H -6.05 3.04 -2.53 0.3756
H -0.57 4.34 3.77 0.3205
H 3.33 3.49 -4.66 0.3617
H 1.33 -1.86 4.90 0.2206
O 1.67 0.87 -1.68 -0.3633
H -7.70 0.26 -0.78 0.2709
C 1.57 -2.82 5.36 -1.0517
N -1.92 0.72 -0.20 -0.0472
H -0.83 3.19 -3.27 0.3159
H -2.01 -2.61 7.33 0.3383
H -4.92 3.26 -1.17 0.2782
C -1.66 2.56 -2.94 -0.4714
C -7.42 1.17 -1.32 0.2297
C -1.12 0.02 0.28 0.0642
O -2.40 -0.53 -4.56 -0.6812
N -2.06 1.62 -3.96 0.1997
H -4.02 2.16 -4.51 0.3000
C 0.40 -2.75 -4.92 -0.9275
H -2.73 3.18 -5.19 0.3621
H 4.61 -3.00 0.04 0.4705
C 1.25 -4.70 -3.71 0.1807
C 0.31 4.17 3.15 -0.8955
C 2.55 -3.35 3.18 0.5155
H -3.42 -1.51 7.18 0.3105
O 4.88 -0.13 -0.39 -0.6105
C 3.06 1.82 1.61 0.7791
H 3.97 2.41 1.51 0.4627
H 1.14 4.82 3.41 0.2767
C 3.17 -4.67 5.24 -1.0021
N 0.85 -3.43 -3.75 0.0994
C 0.54 4.81 0.75 0.1157
C 4.59 -1.14 -1.05 0.9452
N 3.27 -0.04 3.41 -0.4779
H 1.84 1.37 -5.26 0.4318
C -1.41 3.50 1.53 -0.7728
H 5.67 -0.47 -2.78 0.3673
```

Values from the calculation:
HOMO level (eV): -8.93
Orbital gap (eV): 9.0
LUMO energy (hartree): 0.0035
Structure (SMILES): CN(C)C=O.CN(C)C=O.CN(C)C=O.CN(C)C=O.CN(C)C=O.CN(C)C=O.CN(C)C=O.CC(C)=O.CC#N.CC#N

=====

Number 1: E -1790.44991 Ha. Number 2: E -2568.33467 Ha. Number 3: E -1492.40768 Ha. Number 4: E -2198.15777 Ha.